(1)
The following is a quantum chemistry calculation of a molecular structure, C26H25O4PPtS2Se2 at a distorted geometry, from OMol25.

CARTESIAN COORDINATES (ANGSTROEM)
Pt  1.311  -1.752  -0.011
Se  1.290  -0.779  -2.835
P  -0.624  -0.245  -2.106
Se  -0.636  -0.382  0.117
C  -1.955  -1.333  -2.690
C  -1.669  -2.445  -3.469
C  -2.697  -3.286  -3.876
C  -4.005  -3.014  -3.508
C  -4.292  -1.898  -2.730
C  -3.270  -1.061  -2.320
C  -1.170  1.420  -2.597
C  -1.822  2.266  -1.707
C  -2.254  3.517  -2.126
C  -2.031  3.928  -3.431
C  -1.371  3.088  -4.320
C  -0.940  1.838  -3.905
H  -0.642  -2.648  -3.746
H  -2.469  -4.155  -4.478
H  -4.804  -3.672  -3.823
H  -5.313  -1.685  -2.440
H  -3.498  -0.197  -1.706
H  -1.979  1.959  -0.680
H  -2.760  4.172  -1.427
H  -2.366  4.905  -3.757
H  -1.191  3.408  -5.338
H  -0.413  1.184  -4.590
C  0.509  -1.661  6.672
C  0.768  -2.275  5.324
C  -0.205  -3.039  4.687
C  0.023  -3.587  3.435
C  1.237  -3.361  2.809
C  2.225  -2.608  3.423
C  1.986  -2.074  4.678
S  1.512  -4.054  1.203
O  2.713  -3.373  0.649
O  1.544  -5.474  1.307
O  0.373  -3.541  0.342
H  -0.344  -2.128  7.162
H  0.295  -0.594  6.576
H  1.375  -1.764  7.326
H  -1.156  -3.208  5.177
H  -0.743  -4.173  2.944
H  3.164  -2.447  2.909
H  2.758  -1.492  5.168
C  3.772  1.594  1.689
S  2.168  0.976  1.180
O  2.589  -0.109  0.187
C  1.651  2.386  0.216
C  0.915  3.372  0.859
C  0.515  4.484  0.138
C  0.832  4.585  -1.212
C  1.547  3.577  -1.843
C  1.969  2.465  -1.127
H  4.359  1.818  0.801
H  4.246  0.814  2.281
H  3.623  2.489  2.292
H  0.643  3.263  1.903
H  -0.059  5.263  0.622
H  0.504  5.446  -1.778
H  1.765  3.645  -2.900
H  2.496  1.651  -1.605

Output
charge: 0
highest occupied orbital energy: -7.12 eV
ΔE to the lowest compared entry with this formula, charge and spin: 0.4385 eV
LUMO level: 0.002 hartree
spin multiplicity: 1
gap between HOMO and LUMO: 7.16 eV



(2)
The following is a quantum chemistry calculation of a molecular structure, C26H26AuNSSi2 at a distorted geometry, from OMol25.

CARTESIAN COORDINATES (ANGSTROEM)
Au  -0.060  -0.746  2.018
C  0.077  -0.856  -1.492
Si  -0.872  -1.693  -0.069
C  -2.701  -1.504  -0.623
C  -0.412  -3.522  -0.081
C  -0.865  -4.377  -1.096
C  -0.518  -5.717  -1.131
C  0.278  -6.245  -0.117
C  0.698  -5.416  0.916
C  0.385  -4.058  0.950
Si  0.907  -2.917  2.384
C  2.831  -2.914  2.434
C  0.468  -3.940  3.943
H  -0.249  -1.259  -2.459
H  1.154  -1.018  -1.399
H  -0.107  0.217  -1.497
H  -2.897  -2.022  -1.574
H  -2.922  -0.445  -0.772
H  -3.391  -1.896  0.126
H  -1.501  -3.973  -1.880
H  -0.864  -6.356  -1.938
H  0.559  -7.293  -0.134
H  1.296  -5.842  1.718
H  3.255  -3.925  2.512
H  3.175  -2.333  3.293
H  3.241  -2.446  1.537
H  0.987  -4.903  3.960
H  -0.607  -4.136  3.981
H  0.736  -3.389  4.848
S  0.999  1.211  6.506
C  0.597  0.428  5.138
N  0.305  -0.156  4.171
C  -0.525  1.146  1.275
C  -0.405  2.038  0.425
C  -0.278  3.031  -0.543
C  -1.263  3.035  -1.627
C  -2.577  2.606  -1.376
C  -3.530  2.572  -2.375
C  -3.208  2.966  -3.671
C  -1.905  3.358  -3.948
C  -0.945  3.384  -2.952
C  0.834  3.954  -0.476
C  1.922  3.678  0.379
C  3.020  4.510  0.437
C  3.091  5.651  -0.361
C  2.008  5.967  -1.174
C  0.892  5.154  -1.216
H  -2.826  2.288  -0.372
H  -4.534  2.231  -2.153
H  -3.951  2.934  -4.459
H  -1.634  3.637  -4.961
H  0.079  3.619  -3.208
H  1.875  2.781  0.985
H  3.840  4.279  1.107
H  3.961  6.295  -0.326
H  2.042  6.867  -1.780
H  0.036  5.457  -1.803

Output
charge: -2
highest occupied orbital energy (alpha / beta): 1.66 / -2.18 eV
LUMO level (alpha / beta): 0.164 / 0.148 hartree
spin multiplicity: 3
gap between HOMO and LUMO (alpha / beta): 2.81 / 6.20 eV
⟨S²⟩: 2.0382



(3)
The following is a quantum chemistry calculation of 4 unconnected molecules or ions with the total composition C26H26BF3O3 at a distorted geometry, from OMol25.

CARTESIAN COORDINATES (ANGSTROEM)
C  3.458  -1.996  2.286
C  2.466  -2.177  1.643
C  1.205  -2.319  0.893
C  0.316  -1.043  1.087
B  -1.210  -1.359  1.395
C  -2.426  -0.551  0.810
O  -1.481  -2.418  2.280
C  0.734  -0.120  2.272
O  1.641  0.868  1.808
C  1.090  1.255  0.594
O  0.980  2.370  0.218
C  0.669  -0.065  -0.060
H  4.253  -1.576  2.853
H  0.695  -3.195  1.304
H  1.421  -2.520  -0.155
H  -2.565  0.352  1.418
H  -3.325  -1.157  0.955
H  -2.341  -0.298  -0.246
H  -1.152  -2.142  3.146
H  -0.180  0.468  2.506
H  0.958  -0.580  3.232
H  0.010  0.039  -0.920
H  1.640  -0.390  -0.456
F  -1.035  -0.773  7.071
C  0.244  -0.349  7.063
C  1.066  -0.666  8.127
C  2.384  -0.232  8.110
C  2.859  0.517  7.040
C  2.016  0.829  5.982
C  0.701  0.390  5.991
H  0.675  -1.245  8.953
H  3.041  -0.478  8.933
H  3.886  0.857  7.033
H  2.382  1.416  5.149
H  0.029  0.618  5.173
F  1.308  -0.494  -3.488
C  1.240  0.729  -4.052
C  0.397  0.929  -5.127
C  0.326  2.190  -5.700
C  1.099  3.229  -5.198
C  1.943  3.007  -4.119
C  2.012  1.751  -3.535
H  -0.194  0.105  -5.507
H  -0.336  2.363  -6.539
H  1.043  4.211  -5.649
H  2.547  3.814  -3.727
H  2.657  1.562  -2.687
F  -3.529  0.417  -2.323
C  -3.398  -0.031  -3.587
C  -3.457  -1.389  -3.828
C  -3.321  -1.846  -5.132
C  -3.121  -0.945  -6.169
C  -3.060  0.417  -5.904
C  -3.203  0.881  -4.604
H  -3.607  -2.075  -3.005
H  -3.372  -2.907  -5.337
H  -3.012  -1.305  -7.184
H  -2.900  1.120  -6.711
H  -3.165  1.939  -4.378

Output
charge: 0
highest occupied orbital energy: -9.31 eV
SMILES string: C#CC[C@@]1(B(C)O)COC(=O)C1.Fc1ccccc1.Fc1ccccc1.Fc1ccccc1
LUMO level: 0.016 hartree
spin multiplicity: 1
gap between HOMO and LUMO: 9.76 eV



(4)
The following is a quantum chemistry calculation of a molecular structure, C26H26BIN12Ru at a distorted geometry, from OMol25.

CARTESIAN COORDINATES (ANGSTROEM)
Ru  0.129  0.043  -0.122
C  0.270  -3.549  -2.512
C  0.259  -2.164  -2.403
N  -0.023  -1.804  -1.148
N  -0.162  -2.938  -0.432
C  -0.011  -3.996  -1.230
B  -0.606  -2.878  1.047
N  0.448  -2.106  1.859
C  1.302  -2.535  2.789
C  1.977  -1.447  3.311
C  1.455  -0.358  2.626
N  0.516  -0.757  1.758
N  -1.926  -2.081  1.049
C  -3.157  -2.458  1.427
C  -4.030  -1.425  1.154
C  -3.225  -0.433  0.590
N  -1.955  -0.839  0.531
H  0.445  -4.139  -3.395
H  0.448  -1.418  -3.157
H  -0.122  -4.996  -0.842
H  -0.760  -3.983  1.488
H  1.361  -3.582  3.041
H  2.739  -1.446  4.070
H  1.671  0.692  2.742
H  -3.325  -3.434  1.851
H  -5.091  -1.392  1.330
H  -3.515  0.536  0.215
I  -1.243  2.135  1.023
C  0.202  3.504  0.521
C  -0.002  4.834  0.730
C  1.040  5.731  0.409
C  2.227  5.248  -0.053
C  2.446  3.856  -0.230
C  3.717  3.367  -0.609
C  3.925  2.026  -0.680
C  2.857  1.119  -0.467
C  1.580  1.528  -0.177
C  1.392  2.937  0.024
H  -0.935  5.202  1.138
H  0.893  6.793  0.555
H  3.043  5.925  -0.275
H  4.516  4.072  -0.801
H  4.910  1.637  -0.906
H  3.075  0.069  -0.523
C  -1.575  1.060  -6.206
C  -1.366  0.980  -4.723
C  -2.055  0.070  -3.932
C  -1.790  -0.008  -2.579
N  -0.889  0.768  -1.963
C  -0.266  1.694  -2.716
C  -0.474  1.829  -4.072
H  -2.126  0.198  -6.577
H  -0.619  1.119  -6.726
H  -2.140  1.959  -6.459
H  -2.797  -0.587  -4.366
H  -2.317  -0.713  -1.952
H  0.420  2.348  -2.197
H  0.063  2.592  -4.620
N  3.741  -5.207  -0.419
N  3.442  -3.909  -0.772
N  3.854  -3.384  -1.896
C  3.397  -2.144  -1.763
N  2.740  -1.950  -0.613
N  2.786  -3.115  0.017
H  3.866  -5.761  -1.254
H  3.047  -5.551  0.228
H  3.562  -1.378  -2.503

Output
charge: +1
highest occupied orbital energy (alpha / beta): -10.37 / -10.40 eV
ΔE to the lowest compared entry with this formula, charge and spin: 0.3144 eV
LUMO level (alpha / beta): -0.120 / -0.120 hartree
spin multiplicity: 2
gap between HOMO and LUMO (alpha / beta): 7.10 / 7.13 eV
⟨S²⟩: 0.7546



(5)
The following is a quantum chemistry calculation of a molecular structure, C26H26Br45ClN2 at a distorted geometry, from OMol25.

CARTESIAN COORDINATES (ANGSTROEM)
C  0.092  -4.530  -2.753
C  0.944  -3.238  -2.176
Cl  1.064  -3.495  -0.315
C  0.228  -1.778  -2.560
C  0.801  -0.714  -1.404
C  2.347  -0.194  -1.626
C  2.984  0.823  -0.491
C  2.030  1.276  0.771
C  0.464  0.739  0.994
N  -0.279  1.214  2.210
C  -1.653  0.610  2.279
C  -2.245  -0.428  1.176
N  -1.532  -0.888  -0.064
C  -0.160  -0.276  -0.113
H  0.367  -5.440  -2.040
H  -1.074  -4.393  -2.692
H  0.476  -4.823  -3.825
H  2.074  -3.254  -2.556
H  -0.940  -1.850  -2.576
H  0.661  -1.364  -3.585
H  2.969  -0.574  -2.562
H  4.100  1.160  -0.658
H  2.532  2.004  1.571
H  -2.342  0.872  3.213
H  -3.336  -0.861  1.363
C  -0.853  0.425  6.115
Br  0.805  0.365  7.131
Br  -0.524  0.515  4.199
Br  -2.039  -1.046  6.577
H  -1.366  1.350  6.395
C  -4.957  0.891  8.699
Br  -4.448  -0.348  10.110
Br  -6.493  1.973  9.206
Br  -3.458  1.988  8.123
H  -5.262  0.288  7.838
C  -2.274  -3.200  -6.310
Br  -2.068  -5.093  -5.914
Br  -3.039  -2.225  -4.811
Br  -0.607  -2.401  -6.917
H  -2.986  -3.122  -7.139
C  -4.363  1.575  14.163
Br  -6.125  1.038  14.789
Br  -3.160  0.055  13.998
Br  -4.462  2.602  12.513
H  -3.940  2.236  14.926
C  -2.853  -4.168  11.770
Br  -1.715  -2.608  12.004
Br  -4.667  -3.840  12.390
Br  -2.821  -4.819  9.937
H  -2.439  -4.964  12.398
C  -5.471  2.991  2.982
Br  -4.897  2.022  4.568
Br  -4.416  4.600  2.694
Br  -5.495  1.850  1.406
H  -6.503  3.312  3.159
C  -1.320  2.492  -2.878
Br  -0.905  2.830  -4.749
Br  0.169  1.658  -1.946
Br  -1.933  4.100  -1.971
H  -2.150  1.778  -2.859
C  -2.370  6.336  7.140
Br  -4.132  5.800  7.766
Br  -1.167  4.817  6.975
Br  -2.470  7.363  5.491
H  -1.947  6.998  7.903
C  3.225  -3.340  -8.699
Br  2.242  -1.839  -9.450
Br  5.046  -3.424  -9.378
Br  3.178  -3.337  -6.754
H  2.718  -4.252  -9.030
C  7.142  -4.603  -12.512
Br  8.799  -4.663  -11.495
Br  7.471  -4.513  -14.427
Br  5.955  -6.073  -12.049
H  6.629  -3.677  -12.231
C  2.665  -7.878  -6.714
Br  3.175  -9.117  -5.304
Br  1.130  -6.796  -6.207
Br  4.165  -6.781  -7.291
H  2.361  -8.481  -7.575
C  1.173  9.342  3.525
Br  1.599  8.174  5.021
Br  0.034  8.459  2.219
Br  0.418  11.033  4.119
H  2.118  9.573  3.021
C  -6.193  -5.798  -4.594
Br  -5.778  -5.460  -6.464
Br  -4.703  -6.632  -3.661
Br  -6.805  -4.190  -3.687
H  -7.023  -6.512  -4.574
C  4.641  11.192  5.086
Br  5.215  10.224  6.673
Br  5.696  12.801  4.799
Br  4.618  10.051  3.511
H  3.610  11.514  5.264
C  9.269  -0.300  -14.098
Br  8.025  0.090  -15.542
Br  8.344  -0.731  -12.442
Br  10.545  -1.682  -14.595
H  9.843  0.614  -13.915

Output
charge: 0
highest occupied orbital energy: -7.73 eV
ΔE to the lowest compared entry with this formula, charge and spin: 14.4443 eV
LUMO level: -0.053 hartree
spin multiplicity: 1
gap between HOMO and LUMO: 6.30 eV



(6)
The following is a quantum chemistry calculation of a molecular structure, C26H26BrClIN6O2RbSSeSi at a distorted geometry, from OMol25.

CARTESIAN COORDINATES (ANGSTROEM)
Rb  1.021  1.809  0.173
N  -3.847  3.133  -0.967
C  -2.661  2.507  -0.733
N  -1.787  2.220  -1.630
C  -2.046  2.575  -2.962
N  -1.237  2.321  -3.915
N  -0.169  1.518  -3.613
C  0.964  2.051  -3.451
C  2.142  1.188  -3.150
C  3.382  1.477  -3.697
C  4.453  0.660  -3.375
C  4.243  -0.416  -2.529
C  2.968  -0.623  -2.018
N  1.934  0.165  -2.317
C  -3.306  3.289  -3.279
C  -3.640  3.701  -4.566
C  -4.828  4.364  -4.816
C  -5.707  4.625  -3.766
C  -5.396  4.222  -2.483
C  -4.196  3.555  -2.240
H  -4.427  3.360  -0.178
H  -2.467  2.302  0.318
H  1.118  3.132  -3.510
H  3.517  2.355  -4.317
H  5.443  0.889  -3.748
H  5.056  -1.065  -2.232
H  2.763  -1.435  -1.323
H  -2.939  3.483  -5.362
H  -5.073  4.678  -5.822
H  -6.639  5.143  -3.951
H  -6.074  4.419  -1.659
S  6.025  3.761  -1.831
C  4.568  3.294  -1.175
N  3.530  2.950  -0.767
Br  -5.412  -1.687  4.798
C  -4.017  -2.752  4.057
C  -4.106  -4.124  4.254
C  -3.122  -4.957  3.741
C  -2.057  -4.418  3.033
C  -1.977  -3.046  2.845
C  -2.956  -2.193  3.353
I  -2.714  -0.145  2.991
H  -4.944  -4.528  4.806
H  -3.197  -6.027  3.893
H  -1.276  -5.036  2.608
H  -1.135  -2.653  2.284
C  3.055  -5.305  3.149
Si  3.313  -4.089  1.719
C  4.445  -4.987  0.497
C  4.365  -2.700  2.439
Se  1.422  -3.428  0.807
H  4.002  -5.704  3.538
H  2.434  -6.142  2.814
H  2.528  -4.806  3.969
H  5.302  -5.462  0.992
H  4.826  -4.280  -0.248
H  3.875  -5.754  -0.035
H  5.299  -3.088  2.867
H  3.815  -2.175  3.225
H  4.618  -1.968  1.666
Cl  1.513  3.277  3.467
C  -0.182  2.690  3.513
C  -0.982  2.990  2.235
O  -0.422  3.569  1.290
O  -2.168  2.561  2.294
H  -0.683  3.146  4.361
H  -0.150  1.614  3.669

Output
charge: -2
highest occupied orbital energy: -2.12 eV
ΔE to the lowest compared entry with this formula, charge and spin: 0.7854 eV
LUMO level: 0.127 hartree
spin multiplicity: 1
gap between HOMO and LUMO: 5.57 eV



Number 1: calculated total energy -7366.6512 Ha, molar mass 849.6 g/mol. Number 2: calculated total energy -2173.9765 Ha, molar mass 637.7 g/mol. Number 3: calculated total energy -1556.4695 Ha, molar mass 454.3 g/mol. Number 4: calculated total energy -2080.6938 Ha, molar mass 745.4 g/mol. Number 5: calculated total energy -117405.9175 Ha, molar mass 3997.6 g/mol. Number 6: calculated total energy -7930.7086 Ha, molar mass 921.4 g/mol.